Entry 1:
DFT (ωB97M-V/def2-TZVPD) results for a cluster of 10 separate species, C48H114F3N8O14S in total in a non-equilibrium geometry.

As for the total charge: +4. Its expectation value of S² is 0.78. For the LUMO energy (alpha / beta), the calculation gives -8.23 / -8.25 eV. As for the total energy: -111152.734 eV. As for the spin multiplicity: 2. The calculation puts the HOMO energy (alpha / beta) at -11.65 / -13.52 eV.

```
188
Properties=species:S:1:pos:R:3:mulliken_spin:R:1
C -10.516 11.235 -16.023 -0.1483
C -11.708 11.960 -15.867 0.0941
C -12.595 11.778 -14.635 0.2658
O -13.662 12.481 -14.320 0.1562
C -12.476 10.678 -13.836 -0.2018
C -11.312 9.805 -13.930 0.3663
C -10.132 10.207 -15.046 0.2334
O -9.032 9.693 -14.985 0.0749
O -11.039 8.836 -13.109 0.0747
O -11.915 12.777 -16.827 0.1704
H -9.858 11.337 -16.874 -0.0101
H -13.123 10.528 -12.984 -0.0203
C -14.014 4.782 -13.128 -0.0004
C -13.961 6.226 -12.689 0.0030
C -14.813 6.318 -11.308 0.0001
O -14.471 7.376 -10.382 -0.0002
C -15.281 7.650 -9.236 0.0000
N -12.434 6.558 -12.464 -0.0029
H -12.240 7.532 -12.649 0.0024
H -12.194 6.205 -11.549 -0.0001
H -11.821 6.125 -13.141 -0.0030
H -13.478 4.090 -12.477 0.0001
H -13.447 4.741 -14.058 -0.0001
H -15.020 4.422 -13.344 0.0000
H -14.154 7.082 -13.336 -0.0040
H -14.587 5.422 -10.730 0.0000
H -15.887 6.426 -11.461 0.0000
H -14.856 8.580 -8.858 0.0000
H -15.173 6.831 -8.525 0.0000
H -16.344 7.867 -9.344 0.0000
C -6.405 8.582 -13.074 0.0008
C -7.024 7.289 -13.616 -0.0008
C -6.478 6.003 -13.090 0.0002
O -7.003 4.736 -13.641 0.0000
C -6.441 4.435 -14.927 -0.0003
N -8.563 7.204 -13.340 0.0148
H -9.075 6.560 -13.926 -0.0003
H -8.824 6.805 -12.450 0.0002
H -8.815 8.179 -13.410 -0.0240
H -6.200 8.438 -12.013 0.0004
H -7.136 9.390 -13.099 -0.0021
H -5.392 8.674 -13.464 0.0004
H -7.047 7.281 -14.706 0.0046
H -6.352 5.785 -12.029 0.0001
H -5.419 6.172 -13.288 0.0000
H -5.360 4.303 -14.880 0.0000
H -6.775 5.285 -15.522 0.0003
H -6.928 3.580 -15.397 0.0000
C -10.184 9.125 -19.415 0.0012
C -8.702 8.767 -19.116 0.0000
C -7.727 9.830 -19.508 -0.0001
O -7.976 10.949 -18.553 -0.0012
C -8.027 12.313 -19.014 0.0000
N -8.592 8.434 -17.664 0.0052
H -8.806 9.220 -17.066 -0.0095
H -9.236 7.717 -17.362 0.0015
H -7.671 8.083 -17.442 0.0015
H -10.244 9.429 -20.460 -0.0001
H -10.635 9.913 -18.811 -0.0008
H -10.834 8.286 -19.169 0.0002
H -8.614 7.815 -19.639 -0.0001
H -7.923 10.078 -20.551 0.0000
H -6.678 9.550 -19.605 -0.0001
H -7.287 12.500 -19.792 0.0000
H -8.018 12.887 -18.087 0.0003
H -9.000 12.538 -19.450 -0.0002
C -17.401 9.440 -16.720 0.0005
C -16.157 9.578 -15.929 -0.0014
C -15.261 8.482 -16.162 -0.0003
O -14.740 8.574 -17.491 -0.0003
C -13.336 8.476 -17.539 -0.0005
N -15.570 10.962 -16.194 0.0061
H -14.840 11.099 -15.510 -0.0192
H -15.291 11.102 -17.155 0.0009
H -16.312 11.612 -15.979 0.0023
H -18.308 9.958 -16.412 0.0000
H -17.791 8.424 -16.788 -0.0001
H -17.197 9.662 -17.768 -0.0001
H -16.346 9.618 -14.857 -0.0019
H -15.764 7.515 -16.149 0.0003
H -14.391 8.469 -15.505 0.0019
H -13.023 8.657 -18.568 0.0005
H -13.042 7.500 -17.154 -0.0041
H -12.862 9.292 -16.992 0.0122
C -14.451 12.611 -9.171 0.0004
C -14.225 13.961 -9.892 -0.0010
C -12.954 14.667 -9.577 -0.0003
O -12.870 15.874 -10.337 0.0001
C -13.030 16.982 -9.465 0.0000
N -14.269 13.806 -11.489 0.0077
H -14.628 14.683 -11.839 0.0004
H -13.400 13.450 -11.860 -0.0043
H -14.993 13.187 -11.823 -0.0012
H -14.510 12.678 -8.084 0.0001
H -13.757 11.809 -9.422 -0.0001
H -15.467 12.423 -9.517 0.0000
H -15.024 14.671 -9.679 0.0000
H -12.042 14.108 -9.787 0.0003
H -12.773 14.710 -8.503 0.0001
H -14.100 16.975 -9.258 0.0000
H -12.703 17.864 -10.016 0.0000
H -12.411 16.669 -8.624 0.0000
C -6.872 14.262 -13.889 -0.0015
N -6.037 13.103 -14.332 0.0005
C -5.385 12.522 -13.057 -0.0005
C -6.957 12.008 -14.975 -0.0159
C -4.929 13.374 -15.402 -0.0001
C -3.689 14.188 -14.963 0.0003
O -2.960 13.527 -14.006 0.0000
H -6.316 14.913 -13.215 0.0001
H -7.793 13.949 -13.397 0.0004
H -7.134 14.790 -14.806 0.0000
H -4.868 11.636 -13.426 0.0001
H -6.112 12.103 -12.362 0.0000
H -4.714 13.240 -12.586 0.0000
H -7.315 12.356 -15.944 0.0054
H -7.768 11.843 -14.267 0.0033
H -6.390 11.083 -15.085 -0.0021
H -5.468 13.826 -16.235 -0.0001
H -4.621 12.366 -15.679 0.0000
H -3.895 15.215 -14.662 0.0001
H -2.903 14.276 -15.713 0.0000
H -2.315 14.098 -13.582 0.0000
C -10.610 11.552 -7.911 0.0000
N -9.963 10.342 -8.561 0.0003
C -8.626 10.033 -7.762 0.0003
C -10.999 9.218 -8.364 0.0010
C -9.542 10.456 -9.991 -0.0086
C -10.588 11.151 -10.868 0.0096
O -11.776 10.360 -10.920 -0.0189
H -11.697 11.599 -7.988 0.0000
H -10.199 12.463 -8.346 0.0001
H -10.281 11.549 -6.872 0.0000
H -7.841 10.789 -7.792 0.0000
H -8.195 9.206 -8.325 -0.0001
H -8.765 9.660 -6.747 0.0000
H -11.208 9.033 -7.310 -0.0001
H -10.542 8.287 -8.699 0.0005
H -11.997 9.231 -8.802 -0.0003
H -9.295 9.494 -10.440 0.0108
H -8.647 11.071 -10.089 -0.0030
H -10.174 11.287 -11.867 -0.0115
H -10.705 12.154 -10.457 0.0043
H -11.766 9.800 -11.700 -0.0141
C -9.098 19.716 -10.224 0.0000
C -10.308 19.097 -10.948 0.0001
C -10.222 19.157 -12.485 0.0001
C -11.471 18.489 -13.120 -0.0001
N -11.173 18.252 -14.628 -0.0004
C -9.986 17.120 -14.881 0.0028
C -10.632 15.863 -15.446 0.0007
C -12.092 16.067 -15.261 0.0046
C -12.378 17.584 -15.291 -0.0011
C -10.812 19.571 -15.330 0.0000
C -11.901 20.629 -15.346 0.0000
C -11.459 22.011 -16.050 0.0000
H -9.485 19.984 -9.241 0.0000
H -8.813 20.702 -10.591 0.0000
H -8.245 19.039 -10.162 0.0000
H -11.195 19.632 -10.609 0.0000
H -10.446 18.077 -10.589 0.0000
H -9.295 18.589 -12.562 0.0001
H -10.083 20.200 -12.769 0.0000
H -12.421 19.000 -12.961 0.0000
H -11.584 17.459 -12.782 -0.0001
H -9.355 17.553 -15.658 0.0001
H -9.468 16.944 -13.938 0.0000
H -10.494 15.811 -16.526 0.0003
H -10.205 14.978 -14.975 -0.0012
H -12.692 15.528 -15.993 -0.0012
H -12.442 15.438 -14.442 -0.0052
H -12.587 17.982 -16.284 0.0000
H -13.207 17.751 -14.603 0.0002
H -10.465 19.243 -16.310 0.0001
H -9.923 20.013 -14.880 0.0001
H -12.143 20.873 -14.311 0.0000
H -12.822 20.172 -15.707 0.0000
H -12.278 22.544 -16.533 0.0000
H -10.730 21.680 -16.790 0.0000
H -10.945 22.604 -15.293 0.0000
C -16.877 9.876 -11.866 -0.0006
F -16.696 9.907 -10.528 0.0000
F -15.780 9.728 -12.530 -0.0015
F -17.733 8.969 -12.258 0.0000
S -17.619 11.667 -12.369 0.0010
O -18.991 11.784 -11.762 -0.0001
O -16.697 12.659 -11.840 0.0001
O -17.616 11.648 -13.845 0.0002
```

---

Entry 2:
DFT (ωB97M-V/def2-TZVPD) results for a structure of composition C48H120BCdF4N8O4S in a non-equilibrium geometry.

As for the total charge: -1. The value obtained for the energy relative to the best compared isomer or geometry (same formula, charge and spin) is 540.6 kJ/mol. For the LUMO energy, the calculation gives 2.21 eV. As for the total energy: -98782.205 eV. As for the spin multiplicity: 1. The calculation puts the HOMO energy at -5.57 eV.

```
187
Properties=species:S:1:pos:R:3:mulliken_charge:R:1
Cd 0.080 -2.361 -0.571 3.1679
S -0.748 -3.106 -2.863 0.8652
O -0.950 -2.303 -4.036 -0.6692
O -1.098 -4.490 -3.150 -0.8559
O 0.617 -2.934 -2.393 -0.7489
O -1.470 -2.620 -1.662 -1.0486
B 0.846 -0.437 0.116 2.0546
F -0.396 -0.774 0.668 -0.9506
F 0.619 -0.416 -1.234 -0.8289
F 1.331 0.714 0.659 -0.1053
F 1.644 -1.460 0.305 -0.9284
C 0.174 0.218 3.905 0.4036
C -1.351 0.455 4.257 -0.8767
N -1.820 -0.181 5.505 0.1106
C -1.729 -1.666 5.447 0.7463
C -1.674 -2.298 6.782 -1.6799
C -3.249 0.096 5.690 -0.2666
C -3.584 1.602 5.856 -0.7738
H 0.455 0.839 3.054 -0.0374
H 0.536 -0.786 3.684 -1.0696
H 0.733 0.611 4.754 0.4787
H -1.441 1.521 4.468 0.3882
H -2.043 0.202 3.454 0.3290
H -0.814 -2.007 4.964 -0.3460
H -2.512 -2.135 4.851 0.1383
H -1.792 -3.377 6.689 0.4147
H -2.460 -2.001 7.476 0.4207
H -0.769 -1.981 7.302 0.2551
H -3.889 -0.231 4.870 0.3659
H -3.546 -0.371 6.629 0.3054
H -2.962 1.925 6.691 0.4397
H -3.299 2.177 4.975 -0.3138
H -4.648 1.753 6.039 0.3832
C 1.407 7.426 -0.917 -1.2898
C 0.738 6.050 -1.014 -0.4067
N 1.231 5.064 -0.046 0.0469
C 0.749 3.731 -0.452 0.5414
C 1.530 3.262 -1.722 -0.9210
C 0.788 5.405 1.336 -0.0093
C 1.616 4.533 2.377 -0.9565
H 0.868 8.098 -1.584 0.4066
H 2.456 7.420 -1.214 0.2994
H 1.199 7.813 0.081 0.3160
H -0.328 6.157 -0.814 0.3117
H 0.726 5.723 -2.054 0.3692
H 1.016 2.949 0.258 -0.5413
H -0.321 3.812 -0.643 0.1331
H 1.169 3.789 -2.605 0.3202
H 2.608 3.421 -1.691 0.3805
H 1.372 2.186 -1.802 -0.0755
H -0.274 5.258 1.533 0.0207
H 0.984 6.435 1.635 0.3863
H 1.350 3.477 2.333 -0.1109
H 1.523 4.890 3.403 0.4555
H 2.677 4.660 2.163 0.3521
C 2.144 -4.828 -0.284 -0.5603
C 0.663 -5.065 -0.025 -1.0298
N 0.043 -3.966 0.773 0.7568
C 0.657 -3.649 2.050 1.4588
C 0.683 -4.784 3.095 -1.5285
C -1.378 -4.376 0.946 -0.8856
C -2.306 -3.426 1.737 -0.8621
H 2.706 -4.574 0.615 -0.1351
H 2.291 -3.960 -0.926 -0.2721
H 2.486 -5.694 -0.850 0.6588
H 0.156 -5.145 -0.987 0.6582
H 0.522 -6.025 0.471 0.5480
H 1.705 -3.374 1.928 -1.0858
H 0.167 -2.785 2.498 -0.3537
H 1.379 -4.574 3.907 -0.1416
H -0.323 -4.862 3.507 0.3068
H 0.987 -5.728 2.642 0.3285
H -1.371 -5.360 1.415 0.6505
H -1.860 -4.469 -0.028 0.4034
H -2.428 -2.467 1.232 0.0707
H -1.946 -3.270 2.754 -0.1223
H -3.245 -3.973 1.812 0.5379
C -1.052 3.243 -6.066 -1.5235
C 0.212 2.476 -5.594 0.2486
N 0.478 1.152 -6.201 0.5019
C 1.777 0.600 -5.629 -0.8512
C 1.655 -0.031 -4.224 1.7190
C 0.399 1.359 -7.673 -0.4089
C 0.919 0.197 -8.543 -1.4138
H -1.566 3.810 -5.290 0.4377
H -1.862 2.568 -6.345 0.2157
H -0.781 3.944 -6.856 0.3901
H 1.080 3.131 -5.673 0.3993
H 0.136 2.230 -4.535 -0.4105
H 2.084 -0.220 -6.279 0.3412
H 2.550 1.367 -5.592 0.2724
H 2.642 -0.379 -3.920 -1.0888
H 1.216 0.646 -3.492 -0.9815
H 1.000 -0.902 -4.197 0.2024
H 0.982 2.255 -7.888 0.3873
H -0.640 1.550 -7.940 0.3150
H 0.653 0.383 -9.584 0.4211
H 0.407 -0.747 -8.358 0.2984
H 1.995 0.053 -8.441 0.3343
C -2.599 2.019 1.270 -1.4436
C -4.024 1.856 1.756 -0.2700
N -4.819 3.111 1.780 0.0651
C -4.194 4.108 2.599 0.5574
C -5.037 5.381 2.672 -1.6858
C -6.188 2.707 2.106 -0.7284
C -6.399 2.252 3.531 -0.8169
H -2.594 2.638 0.373 0.6672
H -2.117 1.067 1.048 0.1777
H -1.899 2.478 1.968 0.2850
H -4.468 1.160 1.045 0.4507
H -4.042 1.355 2.724 -0.0583
H -3.241 4.278 2.099 0.2878
H -4.026 3.694 3.593 -0.3520
H -5.909 5.224 3.307 0.3191
H -5.369 5.742 1.698 0.3569
H -4.446 6.174 3.132 0.4709
H -6.869 3.489 1.769 0.4273
H -6.510 1.851 1.512 0.3915
H -6.062 2.943 4.303 0.1862
H -7.439 1.965 3.689 0.5029
H -5.828 1.333 3.664 0.1205
C -2.193 0.613 -2.663 -0.3873
C -3.487 1.017 -3.364 -0.9686
N -4.007 -0.010 -4.263 0.4568
C -5.185 0.575 -4.982 -0.5789
C -4.818 1.618 -6.073 -1.2722
C -4.377 -1.225 -3.508 0.5267
C -4.626 -2.438 -4.483 -1.5278
H -1.414 0.258 -3.337 0.3169
H -2.166 -0.202 -1.939 -0.0813
H -1.809 1.464 -2.101 0.2179
H -4.283 1.320 -2.684 0.2924
H -3.177 1.903 -3.920 0.1839
H -5.700 -0.233 -5.500 0.4241
H -5.957 0.968 -4.320 0.4140
H -5.754 1.853 -6.579 0.4873
H -4.478 2.547 -5.615 0.2922
H -4.072 1.164 -6.726 0.2194
H -5.241 -1.187 -2.844 0.2676
H -3.541 -1.563 -2.896 -0.5542
H -5.653 -2.467 -4.850 0.4251
H -4.380 -3.370 -3.974 0.4453
H -3.967 -2.332 -5.345 0.2862
C 4.491 -4.258 3.598 -1.0561
C 4.188 -3.429 4.827 -0.8235
N 3.142 -2.434 4.606 1.3671
C 3.437 -1.426 3.538 0.5918
C 4.698 -0.674 3.801 -1.7349
C 2.590 -1.833 5.799 0.1001
C 2.022 -2.924 6.769 -1.4554
H 4.803 -3.699 2.715 0.0826
H 3.654 -4.888 3.298 0.1473
H 5.322 -4.900 3.891 0.5212
H 3.925 -4.212 5.539 0.3325
H 5.086 -3.017 5.288 0.5418
H 3.368 -1.863 2.542 -0.4630
H 2.625 -0.700 3.495 -0.3260
H 4.526 -0.125 4.727 0.3995
H 5.554 -1.347 3.853 0.3225
H 4.947 0.022 3.001 0.4753
H 1.812 -1.129 5.503 -0.2036
H 3.335 -1.263 6.354 0.3376
H 2.744 -3.456 7.388 0.3706
H 1.470 -3.623 6.142 0.2197
H 1.350 -2.473 7.499 0.4147
C 5.679 -3.673 -3.681 -1.4646
C 5.509 -2.155 -3.836 0.0742
N 5.682 -1.509 -2.558 0.1328
C 4.569 -1.933 -1.657 0.6271
C 4.858 -1.555 -0.200 -0.9218
C 6.066 -0.093 -2.706 -1.0889
C 5.010 0.859 -3.099 -0.2828
H 5.623 -4.123 -4.672 0.4735
H 4.841 -4.190 -3.214 0.2835
H 6.610 -3.946 -3.184 0.3187
H 6.266 -1.925 -4.586 0.4868
H 4.524 -1.988 -4.271 -0.0387
H 3.587 -1.522 -1.894 -0.4048
H 4.374 -3.005 -1.625 -0.0029
H 4.768 -0.490 0.014 0.3104
H 4.095 -1.968 0.461 -0.2544
H 5.856 -1.903 0.065 0.4381
H 6.867 0.059 -3.430 0.5474
H 6.467 0.277 -1.763 0.3258
H 5.401 1.860 -3.285 0.4707
H 4.177 0.857 -2.395 -0.0770
H 4.554 0.539 -4.035 0.0847
```

---

Q: Look up the total charge of the second one.
A: -1